Formula: C36H123N9O21
Source: the OMol25 dataset
Level of theory: the ωB97M-V functional and the def2-TZVPD basis

```
189
Properties=species:S:1:pos:R:3:lowdin_charge:R:1
O 1.82226 1.98698 -3.09897 -0.0489
H 1.89367 2.14707 -2.15797 -0.0085
H 2.01425 2.83383 -3.50173 0.0445
O -3.87156 -1.55267 -2.76020 -0.1444
H -4.47934 -1.14979 -3.38029 0.0031
H -3.17350 -0.90638 -2.65405 -0.0050
O -2.68476 -4.67269 0.51792 -0.0702
H -2.81591 -5.46091 -0.00909 -0.0022
H -3.43815 -4.11892 0.31306 -0.0016
O -1.05339 -0.44491 3.84852 -0.0521
H -0.10512 -0.57184 3.81823 0.0043
H -1.28561 -0.58898 4.76588 0.0665
O -0.11678 -4.97477 1.47766 -0.0848
H -0.99888 -4.65185 1.29369 -0.0130
H 0.14868 -4.50922 2.27077 -0.0110
O -4.72998 -3.02563 -0.52599 -0.0851
H -4.67465 -2.27794 0.06907 -0.0250
H -4.49677 -2.66823 -1.38279 -0.0145
O 3.06493 -0.51873 -2.33532 -0.0832
H 2.79744 0.35543 -2.61909 -0.0284
H 2.29689 -1.06777 -2.49316 -0.0478
O -2.70375 0.93429 2.07484 -0.0627
H -2.07130 0.54303 2.67745 -0.0025
H -2.24512 0.96992 1.23542 0.0035
O 3.37374 -2.47761 2.68147 -0.0671
H 4.13335 -1.94258 2.45128 0.0578
H 3.01654 -2.76180 1.84012 -0.0073
O -3.11269 -2.39772 3.43266 -0.0478
H -2.24437 -2.02661 3.58938 -0.0164
H -3.46470 -1.88557 2.70463 -0.0122
O 1.21374 -2.29993 -2.49255 -0.0665
H 0.36279 -2.52182 -2.11454 0.0102
H 1.67701 -3.13572 -2.54796 -0.0052
O -4.28304 -0.89756 1.03196 -0.0992
H -4.80458 -0.27285 0.52801 0.0486
H -3.79007 -0.35629 1.64859 -0.0158
C 3.40334 -5.68899 1.13680 -0.0586
C 3.33195 -4.72492 -0.04725 -0.3836
C 2.98077 -5.38023 -1.43191 -0.1539
O 2.78418 -4.48141 -2.53872 -0.2269
C 2.75623 -5.22735 -3.73429 -0.1013
N 2.29339 -3.78804 0.26162 0.0563
H 3.54651 -5.19230 2.09644 0.0495
H 4.15083 -6.47093 1.00288 0.0775
H 2.51778 -6.29837 1.31719 0.0744
H 4.30196 -4.23994 -0.15660 0.1389
H 2.09614 -6.00932 -1.33301 0.1171
H 3.81446 -6.02655 -1.70635 0.1179
H 3.79902 -5.30809 -4.04111 0.0949
H 2.14875 -4.51961 -4.29835 0.0970
H 2.25410 -6.19096 -3.82055 0.0853
H 2.02413 -3.29480 -0.57761 0.0537
H 1.50034 -4.35213 0.53175 0.0406
C -1.09330 4.20096 2.13781 -0.0671
C -0.96295 5.67101 2.09429 -0.4744
C -2.25680 6.41537 2.51911 -0.2531
O -2.03497 7.77501 2.64338 -0.1921
C -3.27634 8.38100 3.04579 -0.0945
N 0.16618 6.06273 2.87138 0.0520
H -1.08555 3.91275 3.18898 0.0891
H -0.36751 3.72342 1.47956 0.0701
H -2.04281 3.80842 1.77390 0.0755
H -0.65659 5.99937 1.10110 0.1227
H -2.57439 6.06457 3.50104 0.1233
H -3.05550 6.11534 1.84075 0.1128
H -4.13949 8.00642 2.49556 0.0846
H -3.04558 9.43732 2.90788 0.0891
H -3.38707 8.16583 4.10859 0.0834
H -0.08283 5.97724 3.84646 0.0772
H 0.23733 7.05666 2.70663 0.0711
C 0.74072 -1.15437 0.92032 -0.0317
C -0.67874 -1.16048 0.19823 -0.3064
C -0.79724 0.03487 -0.78156 -0.1795
O -1.13726 1.21392 -0.14646 -0.2057
C -1.75888 2.12440 -1.03832 -0.1127
N -0.71754 -2.50638 -0.39944 0.0453
H 1.53218 -1.38197 0.20625 0.0618
H 0.71724 -1.81655 1.78581 0.0568
H 0.97524 -0.15997 1.30013 0.0545
H -1.53978 -1.21093 0.86468 0.1144
H -1.55570 -0.15788 -1.54031 0.1042
H 0.14290 0.26097 -1.28467 0.1249
H -1.15230 2.40983 -1.89780 0.0742
H -1.84904 3.07745 -0.51709 0.0577
H -2.74493 1.92477 -1.45776 0.0651
H -1.66506 -2.79695 -0.59412 0.0552
H -0.40572 -3.23402 0.22778 0.0329
C 2.79701 0.19807 6.41675 -0.0482
C 2.10638 0.29650 5.04310 -0.3765
C 2.96968 0.91578 3.90815 -0.1659
O 3.10777 2.35301 3.95417 -0.2386
C 1.92172 3.16556 3.79782 -0.0899
N 1.72128 -1.05044 4.64499 0.0374
H 3.36338 1.10283 6.63748 0.0797
H 3.51189 -0.62364 6.45940 0.0683
H 2.07532 0.05263 7.22056 0.0664
H 1.19849 0.89421 5.12405 0.1210
H 2.61311 0.62632 2.91963 0.1082
H 4.00672 0.58855 3.98273 0.1304
H 2.39476 4.01830 3.31081 0.0864
H 1.49450 3.48759 4.74750 0.0826
H 1.13960 2.70422 3.19486 0.0672
H 1.78746 -1.62436 5.47345 0.0365
H 2.40013 -1.42903 4.00006 0.0374
C -1.77586 5.39947 -2.27297 -0.0810
C -1.34834 6.83260 -2.53160 -0.4670
C -1.33742 7.23453 -3.97568 -0.2445
O -0.47759 6.56445 -4.82892 -0.1813
C -0.54508 7.10202 -6.12561 -0.1208
N -2.18620 7.73736 -1.86361 0.0363
H -1.01249 4.69413 -2.60141 0.0650
H -2.72569 5.06379 -2.68921 0.0699
H -1.93472 5.16008 -1.22153 0.0568
H -0.36728 6.95699 -2.07321 0.1382
H -1.17153 8.30680 -4.07976 0.1230
H -2.31796 6.98452 -4.38081 0.1206
H -0.45504 8.18456 -6.21560 0.0866
H -1.50449 6.78716 -6.53609 0.0727
H 0.20368 6.60337 -6.74110 0.0889
H -2.04246 7.55635 -0.88041 0.0652
H -3.17430 7.55189 -1.96033 0.0703
C -1.89195 1.14490 -5.98164 -0.0729
C -2.23786 2.33630 -5.03134 -0.4350
C -2.59261 3.62420 -5.71406 -0.1945
O -4.02267 3.67496 -5.97368 -0.2271
C -4.52305 4.77495 -6.66339 -0.1676
N -3.23961 1.87080 -4.08283 0.0504
H -2.80597 0.62500 -6.26863 0.0592
H -1.19553 0.48335 -5.46641 0.0653
H -1.30510 1.38566 -6.86805 0.0606
H -1.33902 2.58876 -4.46880 0.1148
H -2.03004 3.78202 -6.63422 0.1177
H -2.19017 4.37880 -5.03825 0.0907
H -4.31558 4.58188 -7.71590 0.0744
H -3.96876 5.69358 -6.47107 0.0660
H -5.60091 4.87300 -6.53414 0.0827
H -3.59528 2.73692 -3.70411 0.0354
H -3.98529 1.32691 -4.49301 0.0320
C 1.90961 -6.25665 4.41805 -0.0352
C 1.21032 -4.99205 4.95441 -0.4119
C 2.02650 -4.46088 6.11973 -0.1898
O 1.46944 -3.20048 6.56190 -0.2184
C 2.20576 -2.69499 7.70152 -0.0927
N 1.07942 -3.96145 3.93429 0.0720
H 1.22595 -6.69992 3.69403 0.0822
H 2.18541 -6.96370 5.20043 0.0779
H 2.81632 -5.88687 3.93924 0.0599
H 0.16752 -5.12945 5.24038 0.1455
H 3.06417 -4.38934 5.79383 0.1329
H 2.01356 -5.23884 6.88310 0.1222
H 1.72582 -1.81467 8.12909 0.0798
H 3.23843 -2.43819 7.46540 0.0797
H 2.18245 -3.50120 8.43473 0.0861
H 1.12536 -3.12281 4.49524 0.0349
H 1.98955 -3.89842 3.50094 0.0407
C -0.81757 -5.37753 -2.27171 -0.0421
C -1.77817 -6.52879 -2.72056 -0.3767
C -1.02576 -7.87019 -2.87647 -0.1755
O -0.16014 -7.95117 -4.04796 -0.2115
C -0.87900 -8.08875 -5.27389 -0.1066
N -2.75410 -6.65131 -1.62226 0.0312
H -0.32908 -5.62068 -1.32811 0.0693
H -1.28232 -4.40967 -2.08372 0.0591
H -0.07249 -5.21165 -3.04981 0.0653
H -2.22846 -6.23290 -3.66807 0.1264
H -1.69644 -8.72816 -2.82975 0.1149
H -0.32475 -7.85056 -2.04203 0.1211
H -1.72158 -8.77839 -5.22332 0.0853
H -0.18389 -8.46217 -6.02587 0.0822
H -1.14094 -7.05777 -5.51179 0.0821
H -3.72881 -6.64248 -1.88675 0.0870
H -2.59906 -7.52860 -1.14641 0.0752
C 4.57685 2.84838 -0.80149 -0.0639
C 3.92617 3.01019 0.51560 -0.4429
C 2.44123 2.55508 0.36536 -0.1590
O 1.70375 3.19599 -0.67066 -0.2287
C 1.68731 4.60797 -0.61367 -0.0778
N 4.64423 2.21741 1.50637 0.0682
H 4.60195 1.76954 -0.95497 0.0906
H 5.61414 3.16714 -0.69887 0.0806
H 4.09090 3.41160 -1.59821 0.0749
H 3.85744 4.06435 0.78415 0.1258
H 1.86012 2.58862 1.28693 0.0922
H 2.44675 1.51065 0.05353 0.1235
H 2.62396 4.98990 -1.01980 0.0826
H 1.52010 5.00901 0.38599 0.0875
H 0.97484 4.98287 -1.34846 0.0765
H 5.48465 2.63716 1.87730 0.0781
H 4.11255 2.11722 2.35924 0.0155
```

## Properties
Spin multiplicity = 2
Highest occupied orbital energy (alpha / beta) = 0.50 / -6.66 eV
⟨S²⟩ = 0.75
Total charge = -1

Formula: C36H21Cl5N4OPdSeSi
Source: the OMol25 dataset
Level of theory: the ωB97M-V functional and the def2-TZVPD basis

```
70
Properties=species:S:1:pos:R:3:lowdin_charge:R:1
Pd -1.13868 -1.53565 -0.97702 0.7818
Se -5.01634 6.51995 -0.06271 0.9237
N -3.32831 6.33588 -0.65829 -0.2706
C -3.09383 5.05609 -0.74671 -0.3475
C -1.82580 4.51244 -1.19280 -0.1316
C -0.75964 5.32440 -1.55382 -0.0532
C 0.42883 4.75074 -1.96269 -0.1072
C 0.49215 3.35238 -1.99413 -0.1714
N -0.49943 2.55422 -1.66964 0.1142
C -1.68102 3.09814 -1.25879 -0.1769
C -2.73259 2.21269 -0.89715 -0.1940
N -2.39674 0.89602 -0.99596 0.0408
C -2.63495 -0.28274 -0.91494 -0.4148
C -5.48703 0.58805 0.13038 -0.4238
C -5.11553 1.96159 0.03221 -0.1932
C -4.02586 2.68527 -0.40810 -0.1470
C -4.18767 4.15065 -0.36299 -0.3304
N -5.28295 4.74803 0.02344 -0.2815
H -0.88401 6.39945 -1.49800 0.0984
H 1.28903 5.34679 -2.23887 0.0755
H 1.41247 2.85743 -2.29635 0.0944
H -5.75868 -1.15083 -0.48904 -0.0405
H -5.46085 -0.07221 1.26075 0.0915
H -5.93147 2.59089 0.37958 0.0749
Cl -4.46633 -0.81047 -0.37040 0.8430
C -3.83684 -2.78125 -0.80424 -0.3272
C -2.49589 -3.00318 -1.00550 -0.2867
C -2.09415 -4.28739 -1.33954 -0.6861
Cl -0.39804 -4.61671 -1.62205 0.6360
C -3.01496 -5.33106 -1.46278 -0.7154
Cl -2.49385 -6.93288 -1.87440 0.6139
C -4.36496 -5.08066 -1.24734 -0.7186
Cl -5.52802 -6.36264 -1.38845 0.6036
C -4.75750 -3.78369 -0.91070 -0.6745
Cl -6.47975 -3.48496 -0.63584 0.6010
O 0.94039 -1.28770 -0.92271 -0.4392
Si 2.05071 -1.01554 0.16370 0.4087
C 3.07881 0.52587 -0.26742 -0.2094
C 2.95490 1.73695 0.41346 -0.0872
C 3.66334 2.86796 0.02348 -0.1066
C 4.51811 2.80996 -1.06686 -0.1208
C 4.65713 1.61555 -1.76457 -0.1092
C 3.94555 0.49353 -1.36502 -0.1038
C 3.32380 -2.41871 0.28277 -0.2091
C 4.66325 -2.22261 0.62467 -0.1109
C 5.55155 -3.28730 0.72255 -0.1110
C 5.11333 -4.58070 0.47415 -0.1208
C 3.78688 -4.79935 0.12488 -0.0990
C 2.90778 -3.72895 0.02924 -0.0867
C 1.41795 -0.70630 1.91677 -0.2228
C 2.26630 -0.72861 3.02639 -0.1019
C 1.79459 -0.44846 4.30153 -0.1120
C 0.45353 -0.13895 4.49247 -0.1153
C -0.40638 -0.10849 3.40400 -0.0874
C 0.07535 -0.38794 2.13048 -0.0845
H 2.28195 1.80418 1.26148 0.1006
H 3.53379 3.79861 0.56331 0.0952
H 5.06779 3.69102 -1.37781 0.0879
H 5.31797 1.56202 -2.62262 0.0895
H 4.05823 -0.43083 -1.92314 0.1044
H 5.02477 -1.21541 0.80786 0.0971
H 6.58733 -3.10661 0.98807 0.0889
H 5.80330 -5.41375 0.54741 0.0869
H 3.43599 -5.80528 -0.07522 0.0941
H 1.87581 -3.90335 -0.25400 0.0489
H 3.31601 -0.97375 2.89609 0.0926
H 2.47203 -0.47408 5.14797 0.0880
H 0.08074 0.07691 5.48730 0.0885
H -1.45402 0.13254 3.53873 0.1003
H -0.60939 -0.35717 1.28348 0.0655
```

## Properties
Highest occupied orbital energy = -0.50 eV
Relative energy (zero: lowest compared OMol25 entry of this formula, charge and spin) = 203.25 kcal per mole
Total charge = -2

Number 1: DFT total energy -95730.5300 eV. Number 2: DFT total energy -184990.3756 eV.